{
  "formula": "ClH2NO2Si",
  "method": "the ωB97M-V functional and the def2-TZVPD basis",
  "species": ["O", "N", "O", "Si", "Cl", "H", "H"],
  "positions_angstrom": [[1.898, -1.539, 1.606], [0.744, -1.485, 1.263], [-0.026, -2.413, 1.240], [0.209, 0.140, 0.789], [1.189, 1.484, 1.813], [0.082, -0.133, -0.945], [-1.052, 0.349, 1.547]],
  "homo_ev": -11.092,
  "smiles": "O=[N+]([O-])[SiH2]Cl",
  "de_lowest_kcal_mol": 29.3,
  "orbital_gap_ha": 0.398,
  "largest_force_ev_per_a": 4.09
}

***

{
  "formula": "C4H6O3Si",
  "method": "the ωB97M-V functional and the def2-TZVPD basis",
  "species": ["C", "C", "C", "C", "O", "O", "O", "Si", "H", "H", "H", "H", "H", "H"],
  "positions_angstrom": [[-1.515, -0.870, 0.643], [-0.488, -1.583, -0.105], [-1.338, 0.437, 0.816], [0.419, -0.724, -0.517], [2.000, -1.218, -1.422], [0.384, 2.229, -0.955], [1.356, 1.310, 1.287], [0.342, 1.018, 0.056], [-2.423, -1.511, 0.894], [-0.358, -2.677, -0.296], [-2.140, 1.120, 1.055], [2.276, -2.027, -1.143], [-0.335, 2.369, -1.661], [1.821, 2.127, 1.348]],
  "homo_ev": -8.992,
  "de_lowest_kcal_mol": 43.9,
  "orbital_gap_ha": 0.329,
  "largest_force_ev_per_a": 7.09
}

***

{
  "formula": "C5H7NO",
  "method": "the ωB97M-V functional and the def2-TZVPD basis",
  "species": ["C", "C", "C", "C", "N", "H", "H", "H", "H", "H", "C", "O", "H", "H"],
  "positions_angstrom": [[-0.655, -1.204, 0.272], [-0.943, 0.039, -0.122], [-2.290, 0.700, 0.006], [0.101, 0.848, -0.707], [0.924, 1.519, -1.173], [-1.426, -1.821, 0.725], [0.341, -1.626, 0.174], [-2.242, 1.545, 0.702], [-3.028, -0.017, 0.374], [-2.629, 1.088, -0.960], [2.966, -0.262, 0.172], [2.516, -1.309, 0.573], [3.044, -0.023, -0.903], [3.319, 0.522, 0.868]],
  "homo_ev": -10.131,
  "smiles": "C=C(C)C#N.C=O",
  "de_lowest_kcal_mol": 43.3,
  "orbital_gap_ha": 0.398,
  "largest_force_ev_per_a": 1.13
}

***

{
  "formula": "C15H23Cl2MnP",
  "method": "the ωB97M-V functional and the def2-TZVPD basis",
  "species": ["Mn", "Cl", "Cl", "C", "H", "H", "C", "C", "H", "C", "H", "C", "H", "H", "C", "H", "H", "C", "H", "H", "H", "H", "C", "P", "C", "C", "C", "C", "C", "C", "C", "H", "H", "H", "H", "H", "H", "H", "H", "H", "H", "H"],
  "positions_angstrom": [[0.405, 1.308, -0.195], [0.501, 3.207, -1.329], [1.561, 1.869, 1.736], [2.173, -0.337, -0.808], [2.886, -1.190, -1.023], [2.931, 0.030, -0.016], [-0.219, -0.015, -1.740], [1.162, -0.721, -1.823], [-1.025, -0.728, -1.447], [1.842, -0.404, -3.219], [1.114, -1.831, -1.611], [1.577, 0.971, -3.856], [2.971, -0.558, -3.180], [1.522, -1.213, -3.921], [0.078, 1.188, -4.177], [1.921, 1.735, -3.153], [2.135, 1.052, -4.810], [-0.830, 0.772, -2.996], [-0.080, 2.263, -4.385], [-0.221, 0.629, -5.094], [-1.367, 1.693, -2.642], [-1.713, 0.246, -3.455], [-2.500, -0.910, 0.598], [-1.079, 0.157, 1.058], [-1.861, 1.741, 1.524], [-0.576, -0.596, 2.640], [0.336, -1.655, 2.537], [0.852, -2.250, 3.712], [0.481, -1.745, 4.957], [-0.391, -0.628, 5.050], [-0.897, -0.040, 3.861], [-2.934, -0.656, -0.377], [-3.299, -0.817, 1.351], [-2.205, -1.969, 0.563], [-2.755, 1.534, 2.132], [-1.052, 2.329, 1.997], [-2.169, 2.267, 0.607], [0.594, -2.032, 1.564], [1.515, -3.089, 3.611], [0.913, -2.152, 5.858], [-0.685, -0.234, 5.979], [-1.613, 0.778, 3.921]],
  "homo_ev": [-3.533, -2.135],
  "orbital_gap_ha": [0.239, 0.188],
  "s2": 6.1831,
  "multiplicity": 5,
  "largest_force_ev_per_a": 5.14,
  "charge": -1
}

***

{
  "formula": "C9H14",
  "method": "the ωB97M-V functional and the def2-TZVPD basis",
  "species": ["C", "C", "H", "H", "H", "H", "H", "H", "C", "C", "C", "C", "C", "C", "C", "H", "H", "H", "H", "H", "H", "H", "H"],
  "positions_angstrom": [[-1.640, -2.435, 1.258], [-3.052, -1.947, 1.490], [-1.068, -2.824, 2.159], [-1.602, -3.256, 0.470], [-1.001, -1.768, 0.607], [-3.397, -1.805, 2.659], [-3.667, -2.766, 1.122], [-3.179, -0.986, 0.992], [1.715, -0.391, -2.120], [-0.104, 2.413, -0.411], [0.161, 1.335, -1.194], [0.821, 2.652, 0.728], [1.407, 0.678, -1.178], [1.983, 1.949, 0.812], [2.354, 1.160, -0.284], [-1.010, 2.996, -0.533], [-0.530, 0.858, -1.873], [0.616, 3.446, 1.429], [2.465, 2.155, 1.578], [2.655, -0.240, -2.726], [1.080, -0.415, -3.053], [3.304, 0.604, -0.357], [1.689, -1.413, -1.574]],
  "homo_ev": [1.026, -3.733],
  "de_lowest_kcal_mol": 49.8,
  "orbital_gap_ha": [0.099, 0.269],
  "s2": 0.7568,
  "multiplicity": 2,
  "largest_force_ev_per_a": 8.77,
  "charge": -1
}

***

{
  "formula": "C23H30ClN3O",
  "method": "the ωB97M-V functional and the def2-TZVPD basis",
  "species": ["C", "O", "C", "C", "C", "C", "C", "C", "N", "C", "C", "N", "C", "C", "C", "C", "N", "C", "C", "C", "C", "C", "Cl", "C", "C", "C", "C", "C", "H", "H", "H", "H", "H", "H", "H", "H", "H", "H", "H", "H", "H", "H", "H", "H", "H", "H", "H", "H", "H", "H", "H", "H", "H", "H", "H", "H", "H", "H"],
  "positions_angstrom": [[-2.911, -2.480, -2.027], [-2.685, -1.385, -1.177], [-3.762, -0.837, -0.514], [-5.041, -1.356, -0.590], [-6.083, -0.804, 0.143], [-5.840, 0.280, 0.959], [-4.569, 0.822, 1.028], [-3.504, 0.294, 0.299], [-2.228, 0.814, 0.400], [-1.888, 1.701, 1.487], [-0.372, 1.712, 1.683], [0.371, 2.144, 0.497], [1.609, 1.377, 0.357], [2.556, 1.769, 1.500], [3.863, 0.991, 1.394], [4.506, 1.251, 0.030], [3.632, 0.989, -1.090], [3.634, -0.348, -1.654], [2.888, -1.416, -0.887], [3.520, -2.165, 0.100], [2.817, -3.089, 0.854], [1.463, -3.266, 0.622], [0.573, -4.405, 1.574], [0.816, -2.552, -0.373], [1.537, -1.643, -1.126], [2.349, 1.645, -0.969], [-0.514, 2.193, -0.653], [-1.389, 0.944, -0.778], [-1.944, -2.711, -2.475], [-3.623, -2.238, -2.823], [-3.269, -3.356, -1.476], [-5.244, -2.216, -1.208], [-7.071, -1.233, 0.071], [-6.639, 0.719, 1.538], [-4.407, 1.686, 1.652], [-2.255, 2.728, 1.334], [-2.342, 1.314, 2.403], [-0.074, 0.692, 1.969], [-0.133, 2.384, 2.515], [1.409, 0.293, 0.433], [2.090, 1.570, 2.465], [2.751, 2.842, 1.434], [4.549, 1.298, 2.186], [3.658, -0.074, 1.515], [5.416, 0.660, -0.087], [4.783, 2.312, -0.025], [3.200, -0.266, -2.657], [4.681, -0.644, -1.765], [4.576, -2.029, 0.280], [3.315, -3.665, 1.619], [-0.239, -2.696, -0.547], [1.037, -1.096, -1.913], [1.753, 1.325, -1.824], [2.519, 2.726, -1.048], [0.062, 2.338, -1.564], [-1.151, 3.076, -0.539], [-2.010, 1.017, -1.676], [-0.746, 0.061, -0.878]],
  "homo_ev": -7.397,
  "smiles": "COc1ccccc1N1CCN([C@@H]2CCCN(Cc3ccc(Cl)cc3)C2)CC1",
  "de_lowest_kcal_mol": 63.6,
  "orbital_gap_ha": 0.297,
  "largest_force_ev_per_a": 0.56
}